# C37H94N6O

A 7-piece molecular cluster, C37H94N6O overall (ωB97M-V/def2-TZVPD, the OMol25 dataset).

Output
SMILES: CCN(CC)CC.CCN(CC)CC.CCN(CC)CC.CCN(CC)CC.CCN(CC)CC.CCN(CC)CC.CO
orbital gap: 8.91 eV
total charge: 0
HOMO level: -8.09 eV

XYZ file:
```
138
Properties=species:S:1:pos:R:3:lowdin_charge:R:1
C -6.965 -2.242 -0.230 -0.07
C -5.543 -2.381 -0.863 -0.29
N -4.456 -1.872 -0.134 -0.19
C -3.327 -1.822 -1.048 -0.28
C -3.179 -0.497 -1.716 -0.07
C -4.073 -2.463 1.118 -0.26
C -3.661 -3.921 1.027 -0.07
H -7.689 -2.821 -0.830 0.07
H -7.356 -1.236 -0.178 0.07
H -6.906 -2.712 0.735 0.05
H -5.433 -3.377 -1.268 0.10
H -5.658 -1.738 -1.749 0.12
H -2.477 -1.964 -0.428 0.08
H -3.426 -2.695 -1.740 0.12
H -2.234 -0.364 -2.206 0.05
H -3.932 -0.242 -2.429 0.06
H -3.315 0.248 -0.936 0.08
H -4.925 -2.400 1.807 0.11
H -3.285 -1.867 1.518 0.08
H -3.033 -4.245 1.867 0.06
H -2.919 -4.100 0.177 0.08
H -4.531 -4.518 0.718 0.08
C 4.369 -3.569 1.282 -0.08
C 4.256 -2.316 0.388 -0.27
N 5.321 -1.339 0.374 -0.20
C 6.524 -1.921 -0.231 -0.24
C 7.811 -1.072 0.074 -0.08
C 4.922 -0.056 -0.184 -0.26
C 4.274 0.819 0.825 -0.07
H 3.415 -4.110 1.187 0.06
H 4.548 -3.308 2.334 0.08
H 5.124 -4.294 0.918 0.07
H 4.057 -2.684 -0.632 0.12
H 3.380 -1.765 0.684 0.07
H 6.668 -2.923 0.203 0.10
H 6.414 -2.067 -1.332 0.12
H 7.894 -0.846 1.149 0.08
H 8.642 -1.629 -0.356 0.06
H 7.763 -0.099 -0.489 0.07
H 4.365 -0.259 -1.095 0.11
H 5.828 0.455 -0.505 0.10
H 4.881 1.289 1.583 0.07
H 3.433 0.321 1.364 0.06
H 3.825 1.709 0.306 0.07
C 1.181 0.515 3.652 -0.06
C 0.837 -0.805 4.273 -0.25
N 0.135 -1.712 3.384 -0.21
C 1.077 -2.389 2.495 -0.23
C 0.409 -3.106 1.271 -0.05
C -0.735 -2.665 4.062 -0.26
C -2.050 -2.159 4.514 -0.08
H 1.567 0.418 2.611 0.06
H 1.866 0.974 4.284 0.06
H 0.267 1.148 3.583 0.07
H 1.737 -1.320 4.672 0.13
H 0.261 -0.699 5.183 0.11
H 1.773 -1.646 2.127 0.08
H 1.671 -3.151 3.013 0.12
H 1.196 -3.278 0.536 0.05
H -0.003 -4.040 1.615 0.06
H -0.325 -2.416 0.796 0.07
H -0.204 -3.139 4.889 0.12
H -0.970 -3.481 3.394 0.09
H -2.706 -2.953 4.862 0.08
H -2.542 -1.557 3.755 0.06
H -1.990 -1.444 5.336 0.07
C -1.131 3.716 -1.543 -0.06
C -0.315 4.971 -2.070 -0.26
N 1.001 4.709 -2.561 -0.19
C 1.436 5.819 -3.399 -0.28
C 0.924 5.708 -4.811 -0.10
C 1.991 4.495 -1.493 -0.23
C 3.067 3.548 -1.983 -0.07
H -0.991 2.922 -2.285 0.07
H -2.196 3.843 -1.489 0.06
H -0.790 3.341 -0.567 0.03
H -0.877 5.357 -2.895 0.09
H -0.380 5.738 -1.244 0.13
H 2.527 5.799 -3.462 0.11
H 1.159 6.810 -3.039 0.11
H 1.527 4.985 -5.408 0.08
H 0.983 6.675 -5.364 0.08
H -0.094 5.410 -4.962 0.05
H 2.419 5.491 -1.268 0.12
H 1.433 4.087 -0.679 0.09
H 2.704 2.659 -2.504 0.07
H 3.603 4.079 -2.784 0.07
H 3.755 3.187 -1.257 0.04
C -4.400 1.720 3.139 -0.07
C -2.997 2.203 2.704 -0.25
N -2.674 3.551 3.273 -0.17
C -3.220 4.632 2.452 -0.28
C -3.618 5.816 3.313 -0.10
C -1.256 3.704 3.592 -0.25
C -0.406 3.602 2.338 -0.10
H -5.151 2.320 2.593 0.07
H -4.501 1.776 4.210 0.06
H -4.451 0.672 2.844 0.06
H -2.302 1.426 3.010 0.09
H -2.965 2.212 1.580 0.12
H -2.578 5.102 1.670 0.11
H -4.146 4.225 2.061 0.10
H -4.375 5.417 4.024 0.08
H -2.746 6.115 3.915 0.07
H -4.064 6.641 2.740 0.07
H -1.054 2.905 4.317 0.10
H -0.981 4.613 4.163 0.11
H 0.651 3.727 2.561 0.08
H -0.707 4.383 1.632 0.05
H -0.520 2.656 1.787 0.05
C 1.441 -3.238 -6.274 -0.08
C 0.787 -3.824 -4.981 -0.28
N 1.142 -3.121 -3.784 -0.18
C 0.756 -3.906 -2.580 -0.24
C -0.664 -4.442 -2.538 -0.09
C 0.614 -1.778 -3.723 -0.27
C 1.700 -0.837 -3.248 -0.08
H 1.130 -2.218 -6.440 0.05
H 1.131 -3.838 -7.171 0.08
H 2.556 -3.237 -6.209 0.08
H -0.271 -3.839 -5.127 0.10
H 1.023 -4.893 -4.921 0.12
H 1.433 -4.726 -2.522 0.10
H 0.893 -3.289 -1.696 0.08
H -0.858 -4.967 -1.539 0.10
H -1.401 -3.641 -2.668 0.05
H -0.878 -5.168 -3.312 0.06
H -0.337 -1.651 -3.147 0.11
H 0.318 -1.467 -4.709 0.09
H 2.550 -0.728 -3.869 0.06
H 2.037 -1.263 -2.309 0.05
H 1.307 0.181 -3.090 0.07
C -0.142 0.343 0.322 -0.15
O -1.103 -0.182 1.232 -0.15
H 0.655 0.994 0.702 0.06
H 0.469 -0.434 -0.194 0.08
H -0.750 0.899 -0.375 0.06
H -0.670 -0.694 1.950 0.03
```

=====

# C37H94N6O9

A 9-piece molecular cluster, C37H94N6O9 overall (ωB97M-V/def2-TZVPD, the OMol25 dataset).

Output
SMILES: CC1(C)CCCC(C)(C)N1O.CC1(C)CCCC(C)(C)N1O.COC[C@H](C)N.COC[C@H](C)N.COC[C@H](C)N.COC[C@H](C)N.CO.CO.CO
orbital gap: 8.42 eV
total charge: 0
HOMO level: -8.15 eV

XYZ file:
```
146
Properties=species:S:1:pos:R:3:lowdin_charge:R:1
C -31.171 -10.054 14.981 -0.03
C -31.433 -11.265 14.088 -0.46
C -32.997 -11.381 13.869 -0.01
C -30.712 -10.958 12.774 -0.13
C -30.794 -12.176 11.803 -0.13
C -29.938 -13.247 12.517 -0.16
C -30.488 -13.728 13.860 -0.50
C -31.654 -14.680 13.596 -0.02
C -29.364 -14.485 14.630 -0.02
N -30.838 -12.537 14.664 -0.09
O -31.386 -12.831 15.931 -0.02
H -30.090 -9.923 15.042 0.08
H -31.625 -9.181 14.513 0.08
H -31.610 -10.193 15.969 0.09
H -33.483 -11.910 14.689 0.07
H -33.442 -10.431 13.575 0.09
H -33.191 -12.104 13.076 0.05
H -31.146 -10.067 12.322 0.10
H -29.639 -10.806 12.892 0.08
H -31.799 -12.535 11.578 0.10
H -30.198 -12.077 10.896 0.10
H -28.943 -12.817 12.624 0.10
H -29.759 -14.135 11.911 0.11
H -31.857 -15.393 14.395 0.09
H -31.401 -15.250 12.702 0.09
H -32.571 -14.122 13.409 0.07
H -29.635 -14.797 15.639 0.08
H -28.524 -13.811 14.798 0.07
H -29.087 -15.409 14.123 0.08
H -32.247 -13.172 15.679 0.09
C -26.928 -10.343 7.528 -0.03
C -26.198 -11.666 7.821 -0.49
C -24.878 -11.640 7.036 -0.03
C -25.890 -11.688 9.328 -0.14
C -25.451 -13.023 9.980 -0.16
C -26.570 -14.067 9.733 -0.14
C -26.931 -14.160 8.259 -0.48
C -25.837 -15.011 7.464 -0.02
C -28.260 -14.992 8.185 -0.04
N -27.091 -12.847 7.582 -0.09
O -27.604 -12.956 6.232 -0.01
H -27.189 -10.354 6.470 0.08
H -27.837 -10.121 8.087 0.08
H -26.274 -9.484 7.676 0.08
H -24.220 -10.824 7.333 0.08
H -24.235 -12.516 7.121 0.07
H -25.070 -11.431 5.983 0.08
H -25.142 -10.902 9.435 0.10
H -26.848 -11.429 9.778 0.11
H -24.449 -13.317 9.666 0.11
H -25.318 -12.831 11.045 0.08
H -27.422 -13.798 10.357 0.11
H -26.122 -15.000 10.073 0.12
H -25.849 -15.953 8.013 0.07
H -24.834 -14.589 7.401 0.06
H -26.257 -15.232 6.483 0.07
H -28.490 -15.411 7.206 0.07
H -29.090 -14.320 8.405 0.08
H -28.153 -15.902 8.775 0.08
H -28.549 -12.955 6.404 0.09
C -28.960 -5.575 20.239 -0.12
O -28.677 -6.909 19.796 -0.19
C -27.786 -6.916 18.646 -0.19
C -27.505 -8.355 18.056 -0.38
C -26.794 -8.397 16.731 -0.07
N -28.890 -8.885 17.866 0.05
H -29.624 -5.503 21.100 0.08
H -29.432 -5.064 19.400 0.08
H -28.076 -5.092 20.655 0.08
H -28.293 -6.322 17.886 0.10
H -26.872 -6.329 18.742 0.11
H -27.038 -8.951 18.840 0.13
H -27.547 -8.475 15.947 0.05
H -26.197 -9.308 16.694 0.07
H -26.089 -7.592 16.521 0.08
H -28.845 -9.892 17.796 0.01
H -29.193 -8.623 16.939 0.05
C -28.310 -6.174 14.034 -0.08
O -27.857 -5.818 12.723 -0.23
C -27.892 -4.407 12.393 -0.17
C -27.451 -4.002 10.964 -0.47
C -27.383 -2.512 10.711 -0.06
N -28.274 -4.636 9.996 0.05
H -27.887 -5.639 14.884 0.09
H -27.901 -7.179 14.142 0.06
H -29.398 -6.181 14.102 0.09
H -28.891 -4.009 12.570 0.12
H -27.203 -3.889 13.060 0.12
H -26.425 -4.367 10.915 0.12
H -28.316 -1.954 10.787 0.08
H -26.963 -2.310 9.725 0.08
H -26.781 -2.045 11.491 0.08
H -28.474 -5.562 10.345 0.02
H -29.207 -4.264 10.097 0.07
C -25.874 -7.405 10.973 -0.12
O -24.936 -8.421 10.901 -0.19
C -23.739 -8.197 11.580 -0.22
C -23.255 -9.378 12.366 -0.46
C -22.142 -8.968 13.267 -0.07
N -22.796 -10.349 11.377 0.06
H -25.399 -6.487 10.627 0.09
H -26.308 -7.268 11.964 0.07
H -26.713 -7.562 10.295 0.09
H -22.988 -7.800 10.897 0.14
H -23.764 -7.389 12.311 0.12
H -24.027 -9.841 12.981 0.13
H -22.436 -8.165 13.943 0.09
H -21.319 -8.672 12.617 0.09
H -21.779 -9.852 13.792 0.08
H -22.582 -11.280 11.706 0.06
H -23.553 -10.480 10.721 0.04
C -30.411 -7.826 10.562 -0.09
O -30.864 -8.066 9.241 -0.21
C -31.661 -7.006 8.688 -0.16
C -32.125 -7.564 7.299 -0.48
C -32.984 -6.563 6.585 -0.08
N -32.809 -8.821 7.355 0.04
H -29.657 -7.039 10.525 0.06
H -29.881 -8.702 10.936 0.07
H -31.228 -7.670 11.266 0.09
H -32.555 -6.769 9.265 0.13
H -31.038 -6.115 8.602 0.12
H -31.186 -7.757 6.781 0.13
H -32.335 -5.751 6.255 0.08
H -33.815 -6.182 7.179 0.08
H -33.445 -7.042 5.721 0.08
H -32.626 -9.378 6.532 0.08
H -32.227 -9.205 8.086 0.06
C -27.301 -9.975 12.809 -0.13
O -26.759 -10.374 14.051 -0.13
H -27.532 -10.920 12.318 0.07
H -28.128 -9.273 12.909 0.08
H -26.470 -9.645 12.186 0.06
H -26.189 -11.145 13.998 0.02
C -27.936 -11.935 17.297 -0.13
O -29.358 -11.738 17.482 -0.15
H -27.362 -11.742 18.203 0.09
H -27.826 -13.001 17.097 0.06
H -27.590 -11.464 16.376 0.06
H -29.865 -12.153 16.781 0.02
C -24.025 -12.873 14.426 -0.12
O -25.399 -12.888 14.041 -0.14
H -23.502 -12.924 13.471 0.07
H -23.704 -11.991 14.980 0.08
H -23.813 -13.684 15.123 0.08
H -25.460 -13.718 13.563 0.08
```

=====

# C37H99F3N9O12PtS

C37H99F3N9O12PtS as an isolated structure (ωB97M-V/def2-TZVPD, the OMol25 dataset).

Output
orbital gap (alpha / beta): 7.74 / 5.93 eV
total charge: +1
HOMO level (alpha / beta): -10.43 / -10.43 eV
2S+1: 3

XYZ file:
```
162
Properties=species:S:1:pos:R:3:mulliken_spin:R:1
Pt 10.855 24.816 20.395 1.63
C 11.679 23.066 16.308 0.02
F 11.748 24.311 15.911 0.00
F 10.395 22.723 16.565 0.00
F 12.177 22.195 15.441 0.00
S 12.668 22.908 18.047 0.00
O 12.055 23.864 19.001 0.02
O 12.562 21.585 18.580 0.00
O 14.036 23.378 17.810 0.01
C 14.893 22.071 12.637 0.00
C 13.648 21.653 11.859 0.00
C 14.074 20.852 10.591 0.00
O 14.547 19.547 11.023 0.00
C 14.786 18.575 9.955 0.00
N 12.838 20.718 12.685 0.00
H 15.581 22.731 12.109 0.00
H 15.319 21.228 13.182 0.00
H 14.664 22.766 13.445 0.00
H 13.101 22.460 11.372 0.00
H 14.818 21.377 9.992 0.00
H 13.163 20.727 10.006 0.00
H 13.945 18.292 9.322 0.00
H 15.097 17.632 10.405 0.00
H 15.689 18.745 9.368 0.00
H 13.444 19.910 12.685 0.00
H 12.826 21.035 13.644 0.00
C 17.054 21.080 15.656 0.00
C 15.742 20.412 16.063 0.00
C 15.718 18.876 16.184 0.00
O 15.750 18.443 14.874 0.00
C 15.599 17.044 14.688 0.00
N 15.583 20.917 17.466 0.00
H 17.588 20.350 15.047 0.00
H 17.692 21.641 16.338 0.00
H 16.731 21.945 15.078 0.00
H 14.970 20.846 15.428 0.00
H 14.840 18.570 16.754 0.00
H 16.647 18.482 16.596 0.00
H 15.713 16.753 13.644 0.00
H 14.584 16.745 14.951 0.00
H 16.404 16.544 15.227 0.00
H 14.664 20.529 17.623 0.00
H 15.536 21.925 17.498 0.00
C 14.051 22.473 21.580 0.00
C 12.651 22.799 22.286 0.00
C 12.570 22.518 23.827 0.01
O 11.233 22.771 24.332 0.00
C 10.992 22.361 25.667 0.00
N 12.339 24.164 21.997 0.16
H 14.774 22.178 22.341 0.00
H 14.542 23.364 21.190 0.00
H 13.919 21.795 20.736 0.00
H 11.784 22.259 21.905 -0.01
H 13.328 23.097 24.354 0.00
H 12.848 21.465 23.885 0.00
H 10.301 23.139 25.991 0.00
H 11.885 22.183 26.265 0.00
H 10.520 21.380 25.734 0.00
H 13.192 24.637 22.258 0.00
H 11.702 24.481 22.714 -0.01
C 7.719 21.905 20.293 0.01
C 8.895 22.748 19.780 0.00
C 8.411 23.988 18.937 0.01
O 9.466 24.838 18.683 0.02
C 9.008 25.809 17.654 0.01
N 9.635 23.137 20.979 0.07
H 7.021 22.501 20.881 0.00
H 8.025 21.123 20.987 0.00
H 7.259 21.445 19.419 0.00
H 9.567 22.099 19.220 -0.01
H 7.617 24.512 19.469 0.00
H 8.007 23.688 17.970 0.00
H 8.096 26.314 17.972 0.00
H 8.683 25.338 16.726 0.00
H 9.779 26.542 17.417 0.00
H 9.910 22.241 21.354 0.00
H 8.953 23.488 21.636 -0.01
C 14.024 25.366 14.006 0.00
C 14.009 26.604 13.118 0.00
C 14.248 26.354 11.665 0.00
O 14.372 27.656 11.103 0.00
C 14.032 27.732 9.648 0.00
N 12.835 27.363 13.415 0.00
H 13.600 25.683 14.959 0.00
H 15.062 25.129 14.243 0.00
H 13.507 24.480 13.638 0.00
H 14.779 27.251 13.539 0.00
H 13.358 25.814 11.343 0.00
H 15.067 25.649 11.521 0.00
H 14.525 26.930 9.099 0.00
H 14.385 28.652 9.182 0.00
H 12.957 27.579 9.557 0.00
H 12.872 27.979 12.615 0.00
H 11.940 26.934 13.230 0.00
C 13.055 27.124 18.250 -0.01
C 12.895 27.119 19.769 0.02
C 13.460 28.402 20.401 0.00
O 13.106 28.669 21.778 0.00
C 13.315 29.965 22.288 0.00
N 11.464 26.954 20.032 0.04
H 12.879 26.165 17.762 0.00
H 14.078 27.338 17.944 0.00
H 12.375 27.839 17.788 0.00
H 13.400 26.235 20.158 0.00
H 13.067 29.162 19.726 0.00
H 14.548 28.333 20.368 0.00
H 14.371 30.207 22.416 0.00
H 12.868 30.010 23.282 0.00
H 12.746 30.636 21.645 0.00
H 11.236 27.486 20.859 -0.01
H 11.037 27.528 19.318 0.01
C 7.984 25.217 11.921 0.00
C 9.329 25.095 12.754 0.00
C 9.755 23.604 12.879 0.00
O 8.672 22.780 12.900 0.00
C 8.934 21.460 13.179 0.00
N 10.397 25.944 12.273 0.00
H 7.078 24.761 12.317 0.00
H 8.184 25.111 10.854 0.00
H 7.699 26.266 12.008 0.00
H 9.189 25.391 13.793 0.00
H 10.347 23.543 13.792 0.00
H 10.465 23.244 12.135 0.00
H 8.118 20.744 13.272 0.00
H 9.503 21.397 14.106 0.00
H 9.514 21.011 12.373 0.00
H 9.879 26.582 11.686 0.00
H 10.988 25.358 11.701 0.00
C 12.429 17.520 21.940 0.00
C 12.754 18.326 20.678 0.00
C 12.238 17.835 19.286 0.00
O 12.430 16.458 19.134 0.00
C 13.685 15.870 18.878 0.00
N 12.200 19.664 20.924 0.00
H 13.031 16.612 21.899 0.00
H 11.397 17.176 21.866 0.00
H 12.466 18.075 22.878 0.00
H 13.844 18.322 20.670 0.00
H 12.823 18.445 18.599 0.00
H 11.165 18.000 19.186 0.00
H 14.042 16.059 17.865 0.00
H 13.654 14.792 19.034 0.00
H 14.430 16.343 19.518 0.00
H 12.663 20.235 21.617 0.00
H 12.307 20.272 20.125 0.00
C 19.733 24.755 16.992 0.00
C 18.697 25.636 16.319 0.00
C 18.286 26.709 17.416 0.00
O 17.587 26.128 18.560 0.00
C 16.464 25.346 18.277 0.00
N 19.145 26.292 15.071 0.00
H 19.504 24.211 17.908 0.00
H 20.597 25.405 17.134 0.00
H 20.176 24.050 16.288 0.00
H 17.787 25.057 16.164 0.00
H 17.610 27.486 17.059 0.00
H 19.147 27.296 17.735 0.00
H 16.702 24.314 18.016 0.00
H 15.776 25.666 17.494 0.00
H 15.837 25.304 19.167 0.00
H 20.000 26.766 15.321 0.00
H 18.518 27.077 14.969 0.00
```

=====

Number 1: maximum force 0.0700 hartree/bohr, electronic energy -50878.18772 eV. Number 2: maximum force 0.0654 hartree/bohr, electronic energy -67253.12029 eV. Number 3: maximum force 0.0753 hartree/bohr, electronic energy -100173.72999 eV.